A 2-piece molecular cluster, C2H4NO4 overall in a non-equilibrium geometry, computed with ωB97M-V with the def2-TZVPD basis set.

Last column: Löwdin charge in e.
Cartesian coordinates (Å):
O1 1.16512 1.55897 -0.60753  -0.004
C1 0.85896 1.22854 0.51518  -0.423
N1 -0.25958 0.56926 0.93064  0.093
C2 -1.51848 0.26645 0.09838  -0.709
O2 -1.25404 -0.67152 -0.66808  -0.044
O3 -2.50149 0.99638 0.22161  -0.022
H1 1.51226 1.48771 1.37832  0.110
H2 -0.22275 0.42146 1.92599  0.101
H3 0.60315 -1.22116 -0.97366  -0.007
H4 0.49851 -2.68076 -1.45280  0.009
O4 1.11833 -1.95534 -1.36805  -0.104

As for the LUMO energy: 4.0 eV. Its energy above the lowest of the compared OMol25 structures with the same formula, charge and spin is 27.23 kcal per mole. The total charge is -1. The calculation puts the highest occupied orbital energy at -0.1783 Ha.

=====

C33H40AsBrI2N6O3RuSeSi2 as an isolated structure, computed with ωB97M-V with the def2-TZVPD basis set.

Last column: Löwdin charge in e.
Cartesian coordinates (Å):
Ru1 -0.57502 0.56589 0.10112  0.543
O1 0.96661 5.12846 -5.70826  0.111
N1 0.00291 4.77018 -5.07146  -0.339
O2 -1.14994 5.07092 -5.30780  0.094
C1 0.25252 3.92957 -3.88254  -0.061
C2 1.42831 4.11827 -3.25225  0.091
C3 1.74408 3.38217 -2.06935  -0.129
C4 2.97588 3.48322 -1.39605  0.026
C5 3.20162 2.68419 -0.30822  -0.014
C6 2.19600 1.81209 0.13326  -0.163
N2 1.02690 1.72488 -0.47420  -0.069
C7 0.80423 2.48329 -1.57416  -0.201
C8 -0.43112 2.26624 -2.26871  -0.179
N3 -1.24542 1.30731 -1.74900  -0.068
C9 -2.35806 1.01772 -2.39862  -0.104
C10 -2.72659 1.65403 -3.58468  -0.010
C11 -1.92626 2.63598 -4.10984  0.036
C12 -0.73253 2.97237 -3.44217  -0.058
H1 2.13725 4.82968 -3.65361  0.142
H2 3.73161 4.16989 -1.75563  0.132
H3 4.14098 2.70953 0.22511  0.125
H4 2.34138 1.16167 0.98144  0.078
H5 -2.98635 0.25065 -1.96588  0.106
H6 -3.64569 1.36823 -4.07565  0.121
H7 -2.20622 3.14385 -5.01824  0.117
Se1 1.10558 -0.86268 4.56405  0.562
C13 0.52367 -0.30677 2.97090  -0.929
N4 0.13422 0.05256 1.93597  -0.108
C14 2.09565 0.14865 -3.47892  -0.191
Si1 1.63137 -1.56055 -2.88700  0.277
C15 0.46281 -2.38566 -4.09201  -0.215
C16 3.19771 -2.53040 -2.62959  -0.204
As1 0.46565 -1.40000 -0.83234  0.929
Si2 -0.19968 -3.57466 -0.14397  0.275
C17 -1.89382 -3.94933 -0.85896  -0.211
C18 -0.23568 -3.58716 1.72671  -0.207
C19 1.01847 -4.82106 -0.79875  -0.216
H8 2.73790 0.03966 -4.35756  0.049
H9 2.66499 0.68770 -2.71925  0.028
H10 1.23116 0.74330 -3.77752  0.024
H11 0.94373 -2.49105 -5.06805  0.041
H12 -0.44732 -1.79728 -4.22710  0.025
H13 0.17435 -3.38296 -3.75453  0.017
H14 3.74633 -2.57265 -3.57482  0.048
H15 3.03269 -3.55016 -2.28860  0.005
H16 3.81826 -2.01752 -1.89310  0.004
H17 -2.69856 -3.38104 -0.38837  0.016
H18 -2.11418 -5.00764 -0.69263  0.043
H19 -1.92541 -3.77291 -1.93578  0.025
H20 -1.15616 -3.17520 2.14792  0.019
H21 0.60258 -3.04713 2.16814  0.006
H22 -0.17917 -4.62469 2.06798  0.047
H23 1.04262 -4.83648 -1.88968  0.024
H24 0.71099 -5.81407 -0.45949  0.046
H25 2.02737 -4.63614 -0.42828  -0.022
N5 -2.25681 -0.71653 0.69636  -0.034
C20 -3.27585 -0.36781 1.66301  -0.315
C21 -4.41091 0.31513 1.25162  -0.068
C22 -5.42506 0.57011 2.16254  -0.076
C23 -5.30018 0.15361 3.48182  -0.087
C24 -4.14776 -0.50131 3.89015  -0.078
C25 -3.12822 -0.75937 2.98483  -0.031
H26 -1.72416 -1.48927 1.08810  0.014
H27 -2.70902 -1.08570 -0.13455  0.073
H28 -4.51040 0.63120 0.21911  0.105
H29 -6.31761 1.08887 1.83858  0.111
H30 -6.09901 0.34187 4.18661  0.111
H31 -4.03601 -0.82059 4.91785  0.116
H32 -2.22220 -1.25877 3.31047  0.102
N6 3.89543 -1.70829 2.39435  0.176
C26 4.18546 -1.54159 1.09488  -0.660
O3 3.53472 -0.83129 0.33539  -0.032
C27 5.42339 -2.26287 0.60464  -0.549
I1 5.11071 -4.37450 0.52305  0.835
H33 3.05752 -1.31512 2.80990  0.006
H34 4.40186 -2.37716 2.94962  0.099
H35 6.27138 -2.11345 1.26692  0.051
H36 5.66193 -1.93355 -0.39933  0.043
Br1 1.35838 3.41861 2.95984  0.792
C28 -0.20362 2.91108 3.88747  -0.734
C29 -0.11416 2.74406 5.26039  -0.134
C30 -1.24352 2.41264 5.99195  -0.057
C31 -2.46273 2.24540 5.35712  -0.063
C32 -2.55371 2.39223 3.98172  -0.154
C33 -1.42287 2.71845 3.25093  -0.680
I2 -1.65633 2.90017 1.18274  1.165
H37 0.84209 2.86886 5.74764  0.107
H38 -1.16177 2.28119 7.06222  0.116
H39 -3.34777 1.99192 5.92516  0.113
H40 -3.49844 2.24481 3.47694  0.081

As for the LUMO energy (alpha / beta): -3.6 / -3.8 eV. Its energy above the lowest of the compared OMol25 structures with the same formula, charge and spin is 0.00 kcal per mole. The total charge is +1. Its expectation value of S² is 0.75. The calculation puts the highest occupied orbital energy (alpha / beta) at -0.3622 / -0.3625 Ha. As for the spin multiplicity: 2.

=====

C20H28MnN3O7 as an isolated structure in a non-equilibrium geometry, computed with ωB97M-V with the def2-TZVPD basis set.

Last column: Löwdin charge in e.
Cartesian coordinates (Å):
Mn1 2.88882 -2.37337 0.71214  0.780
O1 1.80656 -0.75428 1.14399  -0.553
H1 1.39567 0.09377 0.88611  -0.017
C1 2.30178 3.14088 -2.42971  -0.038
C2 0.93174 3.19340 -1.99948  -0.340
C3 0.61683 3.05000 -0.49701  -0.103
O2 -0.42537 3.92688 -0.19464  0.068
C4 -0.43314 4.89591 -1.16500  -0.503
O3 -1.15172 5.87669 -1.29154  0.129
O4 0.35215 4.49976 -2.18650  0.075
H2 2.89258 2.22786 -2.35593  0.090
H3 2.85064 4.04469 -2.16517  0.105
H4 2.17984 3.12576 -3.51277  0.090
H5 0.35605 2.57639 -2.68939  0.143
H6 1.48225 3.33433 0.10158  0.140
H7 0.18899 2.06299 -0.32135  0.122
C5 -2.65287 -2.90260 -1.25670  0.004
C6 -1.98303 -3.97955 -0.37380  -0.235
C7 -1.29881 -5.23739 -0.96726  -0.087
O5 0.02791 -5.01204 -0.68927  0.072
C8 0.18722 -3.97071 0.16288  -0.513
O6 1.26325 -3.64119 0.73782  -0.114
O7 -0.94190 -3.58316 0.51827  0.151
H8 -3.16351 -3.28844 -2.13900  0.093
H9 -1.85086 -2.24300 -1.58809  0.043
H10 -3.43914 -2.35083 -0.74150  0.087
H11 -2.82062 -4.45588 0.13576  0.150
H12 -1.37739 -5.45838 -2.03173  0.148
H13 -1.45449 -6.08472 -0.29951  0.144
N1 0.93422 -0.22426 -3.20104  0.023
C9 -0.16767 -0.51887 -2.47294  -0.150
C10 -1.28031 -0.28903 -3.31419  -0.140
C11 -0.87951 -0.09388 -4.59023  -0.107
C12 0.48813 0.06023 -4.48825  -0.133
H14 1.90034 -0.22354 -2.90657  0.144
H15 -0.06571 -0.72346 -1.41741  0.091
H16 -2.29128 -0.31681 -2.93529  0.096
H17 -1.52776 0.09234 -5.43373  0.107
H18 1.15131 0.49865 -5.21926  0.105
N2 -0.52399 -1.25209 2.52882  0.013
C13 -0.96672 -1.68919 3.74342  -0.143
C14 -2.36894 -1.61559 3.82518  -0.121
C15 -2.81683 -1.00166 2.64826  -0.117
C16 -1.66072 -0.74753 1.84422  -0.120
H19 0.42672 -1.18107 2.19534  0.054
H20 -0.24507 -1.93244 4.50922  0.104
H21 -2.94044 -2.00379 4.65530  0.086
H22 -3.76903 -0.49667 2.57969  0.086
H23 -1.45780 -0.06358 1.03340  0.089
N3 1.97986 1.21406 2.92911  0.002
C17 0.88239 1.85410 3.39408  -0.160
C18 1.24575 3.09140 3.86843  -0.112
C19 2.60839 3.31288 3.50049  -0.098
C20 2.97284 2.14184 2.85762  -0.164
H24 2.04075 0.29097 2.52376  0.061
H25 -0.01543 1.27899 3.56606  0.099
H26 0.55421 3.78486 4.32371  0.088
H27 3.20530 4.20360 3.62976  0.085
H28 3.85781 1.83556 2.31965  0.103

As for the LUMO energy (alpha / beta): 0.1 / -0.3 eV. The total charge is 0. Its expectation value of S² is 12.00. The calculation puts the highest occupied orbital energy (alpha / beta) at -0.2480 / -0.2855 Ha. As for the spin multiplicity: 7.

=====

A 2-piece molecular cluster, CH3O3P overall in a non-equilibrium geometry, computed with ωB97M-V with the def2-TZVPD basis set.

Last column: Löwdin charge in e.
Cartesian coordinates (Å):
O1 -0.00685 -1.46179 -2.20965  -0.469
P1 0.58919 -0.11497 -2.07921  0.777
O2 -0.66875 0.90207 -1.70717  -0.364
H1 -0.26534 1.61649 -1.09902  0.061
C1 0.09378 -0.20038 1.75872  -0.152
O3 0.62205 0.84031 1.48996  -0.019
H2 -0.26494 -0.51510 2.77465  0.085
H3 -0.09914 -1.06662 1.07173  0.080

As for the LUMO energy: -0.3 eV. Its energy above the lowest of the compared OMol25 structures with the same formula, charge and spin is 28.96 kcal per mole. The total charge is 0. As for the SMILES: O=PO.C=O. The calculation puts the highest occupied orbital energy at -0.3918 Ha.

=====

no.,total energy (eV)
1,-11821.2693
2,-280717.0154
3,-71313.1660
4,-16516.7420